Entry 1:
Molecular formula: C39H30MoN6O2
Method: DFT, ωB97M-V/def2-TZVPD

Electronic energy in hartree: -2050.9585
2S+1: 1
M in Da: 710.65
Total charge: +2

Each line ends with the Löwdin charge.
Geometry (Å):
C  -1.433550  -1.207898  -2.021904  -0.201
H  -6.023544  4.449863  2.915828  0.112
C  -1.810756  -2.376699  -2.660544  0.014
H  -1.440052  3.782558  2.696637  0.159
C  -2.885679  1.748251  -0.704180  -0.067
H  -7.532947  2.499429  3.111975  0.112
C  -4.660237  0.637363  -1.885731  0.048
H  -6.579521  0.260062  3.534667  0.113
H  -5.090744  -1.698621  -3.249292  0.130
H  -3.406859  -3.474862  -3.565053  0.124
C  2.038398  -2.605662  -4.062655  -0.026
C  -1.604339  0.937762  5.732410  -0.017
H  -0.743328  2.565071  8.572188  0.113
N  -0.153595  -0.836621  -1.603109  -0.122
C  3.199453  -2.256104  -1.983118  -0.131
H  3.757649  1.592372  5.619466  0.092
Mo  0.022266  0.371383  -0.096653  1.860
N  -1.502578  2.790497  2.535186  0.216
N  1.362821  0.957403  1.506861  -0.175
C  2.971619  1.813271  3.645873  -0.225
C  3.176589  -0.907083  0.396395  -0.079
C  0.919098  -1.914173  -3.579352  0.010
N  -1.997196  0.794120  -0.952000  -0.002
N  -1.198207  0.823853  1.560886  -0.001
C  2.096705  -1.489372  -1.521489  -0.156
C  -1.509748  3.303214  5.362456  -0.032
C  -3.139991  -2.552950  -3.070466  -0.025
C  -1.146131  3.495684  6.683730  -0.060
C  4.280602  -1.695796  0.064224  -0.005
H  0.679292  -0.537546  2.755532  0.127
C  -2.422508  -0.251731  -1.702973  -0.149
C  4.305397  -2.381063  -1.124761  0.047
H  -5.676191  0.583171  -2.246632  0.137
C  -1.000587  2.156317  1.486278  -0.630
H  2.014624  -2.987856  -5.069980  0.124
H  3.646417  3.299244  2.238190  0.134
C  2.994938  2.454125  2.402297  0.024
C  2.111489  0.717215  3.763203  0.026
C  3.827420  2.264424  4.768460  -0.015
O  -0.371456  2.609637  0.506346  -0.046
H  -2.563721  2.614438  -0.144662  0.115
H  5.101520  -1.751562  0.762831  0.124
H  3.233911  -0.358198  1.321893  0.099
C  0.910905  -1.423768  -2.286283  -0.210
C  -5.929827  1.113496  3.423403  -0.054
H  3.965342  -3.415282  -3.624757  0.130
C  -5.619428  3.460653  3.071084  -0.062
H  -4.158146  -0.043136  3.686997  0.112
C  -4.210827  1.706379  -1.149826  0.003
H  -1.093633  -3.163078  -2.840646  0.125
C  -2.185167  1.849050  3.425358  -0.231
H  4.867178  2.332817  4.449007  0.102
H  0.073136  -1.767195  -4.231760  0.127
C  -6.464948  2.369738  3.196750  -0.065
C  -4.558878  0.941111  3.506928  -0.013
H  -1.170871  0.289246  7.718139  0.112
C  -1.252700  1.137247  7.057374  -0.057
C  1.339856  0.324243  2.687637  -0.118
H  2.050409  0.163439  4.687496  0.131
H  5.143652  -2.998344  -1.406390  0.137
H  -1.787064  -0.062372  5.376039  0.109
H  3.531038  3.261970  5.093234  0.105
C  -1.734438  2.020122  4.871001  -0.138
C  -4.084472  -1.577039  -2.879955  0.014
O  -1.981229  -0.605501  3.150718  0.111
H  -3.609952  4.161140  3.054459  0.106
C  -3.752922  -0.399459  -2.175403  -0.126
C  -1.020962  2.413753  7.539791  -0.064
C  -4.247314  3.293447  3.147685  -0.033
C  2.190550  2.002251  1.377291  -0.113
H  -1.636508  4.172451  4.733554  0.105
H  2.195260  2.491672  0.405579  0.130
C  -1.806502  0.516079  2.756090  -0.400
N  2.081525  -0.796837  -0.349441  0.027
H  -0.975105  4.498940  7.043640  0.113
H  -4.865617  2.525722  -0.901619  0.123
C  -3.707455  2.028622  3.353531  -0.139
C  3.132344  -2.829970  -3.270501  0.009

Atoms 1-2, force components in eV/Å:
C -1.443 -0.149 -0.100
H -0.058 0.062 -0.015

---

Entry 2:
Molecular formula: C3H12N3O
Method: DFT, ωB97M-V/def2-TZVPD

ΔE to the lowest compared entry with this formula, charge and spin in kJ/mol: 85.8
Electronic energy in hartree: -360.8020
2S+1: 1
M in Da: 106.15
Total charge: +1

Each line ends with the Löwdin charge.
Geometry (Å):
H  -0.445032  -0.292874  -1.495558  0.134
H  -0.324528  -2.046262  -0.144670  0.124
H  1.403936  -1.907044  -0.579508  0.128
N  0.872412  -0.352601  0.587492  0.081
H  1.393680  -2.137076  2.297644  0.084
H  -0.997633  1.379285  -1.300369  0.122
N  -0.354604  0.623848  -1.050632  0.229
H  1.720061  -0.253088  1.151509  0.158
H  0.954987  2.581605  -0.403277  0.158
H  0.086767  -3.225958  1.735835  0.089
N  0.829799  1.904973  0.353704  0.213
H  1.759776  -3.450764  1.135963  0.091
C  1.007433  -2.700256  1.431481  -0.073
O  -3.038952  2.847905  -1.706011  -0.089
H  1.262170  2.071905  1.265681  0.155
C  0.681098  -1.810068  0.253284  -0.204
H  -3.775574  2.318009  -2.086603  0.059
H  -3.456077  3.699395  -1.442918  0.061
C  0.420281  0.749067  -0.003047  -0.520

Atoms 1-2, force components in eV/Å:
H -0.170 0.786 0.290
H 0.421 0.559 0.291

---

Entry 3:
Molecular formula: Cl3H3Si2
Method: DFT, ωB97M-V/def2-TZVPD

ΔE to the lowest compared entry with this formula, charge and spin in kJ/mol: 172.7
Electronic energy in hartree: -1961.4160
2S+1: 1
M in Da: 165.56
Total charge: 0

Each line ends with the Löwdin charge.
Geometry (Å):
Cl  2.419326  -0.762471  0.423469  0.031
Si  3.894567  -0.374498  -0.935745  0.242
H  -0.996301  0.579311  -0.643948  -0.099
H  -1.934719  0.569836  1.615344  -0.077
Cl  -3.600132  0.987381  -0.552562  0.275
Cl  -2.262281  -1.867171  0.140628  0.240
H  4.493152  0.735040  -0.278726  -0.264
Si  -2.013614  0.132574  0.231540  -0.347

Atoms 1-2, force components in eV/Å:
Cl -0.461 0.005 0.552
Si -0.189 -1.446 -1.601

---

Entry 4:
Molecular formula: C39H41BCrN9O5S3
Method: DFT, ωB97M-V/def2-TZVPD

ΔE to the lowest compared entry with this formula, charge and spin in kJ/mol: 86.1
Electronic energy in hartree: -4643.8916
2S+1: 5
M in Da: 874.82
Total charge: -1

Each line ends with the Löwdin charge.
Geometry (Å):
C  -1.057909  -1.230255  4.941040  -0.029
H  1.739948  -2.089625  2.444878  0.106
H  -2.472531  -7.867256  -4.204584  0.095
N  2.860268  3.527122  -1.471234  -0.052
C  -0.122132  -1.080486  2.739266  -0.244
H  0.570729  -3.399808  6.895817  0.076
C  0.969649  -1.826968  3.156341  -0.058
C  -1.151808  -0.799825  3.628427  -0.034
C  -0.614402  -4.504786  -4.574432  -0.031
C  3.819404  2.324404  4.011528  0.011
H  -1.905055  2.204539  0.392176  0.111
N  3.364658  0.589236  -0.841119  -0.044
H  3.555008  5.410879  -2.046299  0.118
H  -0.818687  -2.388510  7.311098  0.073
H  -0.704218  -4.858438  -6.682579  0.099
S  1.484605  -2.009622  -2.748138  0.627
C  -4.062101  1.028819  -1.874623  -0.215
C  0.153560  -2.395059  6.819424  -0.055
C  -5.275022  0.764141  0.189330  -0.066
H  -5.279441  0.517127  1.243792  0.105
H  1.894021  -2.857250  4.786344  0.113
N  1.749546  3.050532  -0.873219  -0.097
H  -2.181215  1.217577  1.808601  0.086
C  3.183890  3.308180  3.272829  -0.091
H  3.443468  -1.326255  -0.008950  0.101
C  2.560740  2.949358  2.087825  -0.054
H  6.112595  -1.171723  -0.632756  0.089
H  -2.080315  1.751310  -2.279792  0.068
C  2.763708  4.854396  -1.573364  -0.081
H  -1.855542  -0.991318  5.634183  0.115
B  3.893182  2.652986  -2.250948  -0.404
H  6.317128  1.301736  -1.831904  0.118
H  -2.649864  -1.735388  -3.969639  0.136
N  -1.002527  -2.802516  -2.169644  -0.128
H  -2.685624  -2.360780  -0.981897  0.111
C  3.162226  4.709174  3.808672  -0.495
C  1.554608  5.265823  -1.034052  -0.040
N  2.316317  5.576910  3.211396  0.196
C  1.042946  -2.264833  4.469323  -0.038
H  0.037338  3.936684  -0.056495  0.104
H  -2.973065  1.222912  -3.701288  0.128
H  -5.233437  1.644938  -3.557977  0.106
H  1.166066  6.266275  -0.960976  0.092
O  -2.120240  3.449740  2.859877  -0.032
N  -2.086548  -0.288812  -2.547100  -0.120
C  -1.946993  -6.926382  -4.312764  -0.101
C  -0.725429  -0.429597  -2.399663  -0.634
N  4.270991  1.400363  -1.412065  -0.051
H  3.401014  2.302748  -3.293554  0.074
H  -3.906218  -1.249720  -2.808012  0.124
S  0.235759  1.005563  -2.277896  0.732
N  -0.260421  1.027948  0.941729  -0.256
H  4.242571  0.210938  4.103280  0.106
O  -1.334523  -1.252897  0.508168  -0.265
H  -7.351119  1.755592  -2.291758  0.096
C  -6.453721  1.143668  -0.441166  -0.100
C  -1.137859  3.051444  2.218135  -0.689
H  -2.021068  -0.243430  3.306922  0.111
H  0.810282  -1.722209  7.375167  0.083
H  1.603634  5.284854  2.565080  0.078
O  1.116742  -0.789441  0.458946  -0.424
H  -2.940093  -3.517422  -2.312143  0.127
H  -1.859958  -6.561484  -2.198129  0.106
C  -0.154585  -1.751053  -2.408600  -0.745
C  -2.428208  -2.597855  -2.018751  -0.129
H  -0.978261  -4.632629  -1.188444  0.127
C  -5.245285  1.400006  -2.501410  -0.053
C  5.344567  -0.436497  -0.794048  -0.045
H  4.305864  2.600665  4.937524  0.121
H  3.087720  -0.246537  1.963066  0.083
H  -3.171646  0.393963  -0.033426  0.084
H  -0.083704  -3.563177  -4.662294  0.089
C  0.041002  -1.960025  5.384029  -0.274
H  -7.379827  1.190898  0.117919  0.096
H  2.239081  6.486632  3.630588  0.111
C  -1.601699  -6.191034  -3.184487  -0.054
Cr  1.474343  1.103150  -0.244419  0.607
C  5.466653  0.805725  -1.396156  -0.078
H  4.891550  3.318143  -2.393722  0.070
O  0.003077  3.565205  2.112003  -0.076
C  -1.626833  -6.448658  -5.573348  -0.109
C  -1.430741  1.827792  1.306580  -0.164
N  2.532981  1.699087  1.633307  0.045
C  3.996413  -0.522174  -0.464466  -0.163
C  0.947745  4.086053  -0.611994  -0.139
C  -4.086439  0.706206  -0.520572  -0.030
C  -2.765222  0.989834  -2.647564  -0.143
C  -6.437349  1.461910  -1.790067  -0.096
O  3.865789  5.028300  4.754048  0.033
C  -0.959498  -5.235108  -5.699731  -0.085
C  3.126291  0.754352  2.365174  -0.110
S  -0.232362  -0.506714  1.060797  0.606
C  3.780761  1.019364  3.553636  -0.028
C  -0.931678  -4.980576  -3.302673  -0.207
C  -2.844402  -1.462519  -2.922963  -0.119
C  -0.548056  -4.173000  -2.084796  -0.158
H  2.035917  3.669053  1.487055  0.077
H  -1.897367  -7.015915  -6.455244  0.093
H  0.535891  -4.148685  -1.975986  0.068

Atoms 1-2, force components in eV/Å:
C -0.010 0.000 0.001
H 0.027 0.045 -0.007